# 1
{
  "formula": "C3H11NS",
  "method": "ωB97M-V/def2-TZVPD",
  "e_above_lowest_kj_mol": 223.84,
  "multiplicity": 2,
  "e_homo_ev": [-12.72, -12.31],
  "total_charge": 1,
  "homo_lumo_gap_ev": [9.20, 7.08],
  "energy_ha": -573.45452,
  "largest_force_ha_per_bohr": 0.128,
  "elements": ["C", "S", "H", "H", "H", "C", "N", "C", "H", "H", "H", "H", "H", "H", "H", "H"],
  "coordinates": [[-2.183, -2.676, 0.049], [-1.321, -1.068, 0.075], [-3.150, -2.479, -0.330], [-1.482, -3.512, -0.278], [-2.282, -3.225, 1.046], [1.976, 1.235, 1.087], [1.022, 1.890, 0.080], [1.512, 1.663, -1.327], [2.161, 1.589, 2.162], [1.731, 0.203, 1.244], [2.986, 0.967, 0.629], [1.003, 3.019, 0.165], [0.107, 1.585, 0.135], [2.550, 1.339, -1.618], [1.278, 2.415, -2.128], [1.253, 0.618, -1.636]]
}

# 2
{
  "formula": "C3H11NS2",
  "method": "ωB97M-V/def2-TZVPD",
  "e_above_lowest_kj_mol": 0.00,
  "multiplicity": 2,
  "e_homo_ev": [-0.20, -3.25],
  "total_charge": -1,
  "homo_lumo_gap_ev": [3.78, 6.82],
  "energy_ha": -972.00794,
  "largest_force_ha_per_bohr": 0.044,
  "elements": ["C", "S", "S", "H", "H", "H", "H", "C", "C", "N", "H", "H", "H", "H", "H", "H", "H"],
  "coordinates": [[1.963, 1.214, 1.587], [2.611, 0.763, -0.058], [1.444, 2.332, -1.262], [1.997, 2.302, 1.670], [2.555, 0.712, 2.350], [0.938, 0.876, 1.653], [0.572, 1.412, -1.649], [-1.504, -0.752, 0.647], [-1.602, -1.052, -0.833], [-0.317, -0.810, -1.481], [-1.179, 0.267, 0.809], [-2.473, -0.903, 1.137], [-0.781, -1.409, 1.123], [-1.944, -2.093, -0.952], [-2.355, -0.400, -1.290], [0.427, -1.315, -1.011], [-0.354, -1.144, -2.437]]
}

# 3
{
  "formula": "C3H11NS2",
  "method": "ωB97M-V/def2-TZVPD",
  "e_above_lowest_kj_mol": 65.84,
  "multiplicity": 2,
  "e_homo_ev": [-0.57, -3.19],
  "total_charge": -1,
  "homo_lumo_gap_ev": [4.13, 6.71],
  "energy_ha": -971.98287,
  "largest_force_ha_per_bohr": 0.038,
  "elements": ["C", "S", "S", "H", "H", "H", "H", "C", "N", "C", "H", "H", "H", "H", "H", "H", "H"],
  "coordinates": [[-1.073, 1.173, -1.527], [-0.905, -0.566, -0.993], [0.978, -0.984, -2.322], [-0.262, 1.456, -2.203], [-2.079, 1.472, -1.811], [-0.744, 1.778, -0.666], [0.179, -1.466, -3.278], [-0.300, 0.052, 3.588], [0.317, 0.109, 2.301], [0.936, 1.377, 1.980], [-1.141, -0.649, 3.615], [-0.903, 0.951, 3.785], [0.387, -0.053, 4.445], [0.873, -0.687, 2.038], [0.125, 2.066, 1.727], [1.533, 1.782, 2.806], [1.509, 1.270, 1.061]]
}

# 4
{
  "formula": "C3H11NSi",
  "method": "ωB97M-V/def2-TZVPD",
  "e_above_lowest_kj_mol": 141.68,
  "smiles": "N[SiH3].C=CC",
  "e_homo_ev": -9.48,
  "total_charge": 0,
  "homo_lumo_gap_ev": 10.37,
  "energy_ha": -465.08754,
  "largest_force_ha_per_bohr": 0.074,
  "elements": ["N", "Si", "H", "H", "H", "H", "H", "C", "C", "C", "H", "H", "H", "H", "H", "H"],
  "coordinates": [[-1.702, 0.917, 2.406], [-0.030, 1.083, 2.364], [-2.255, 1.736, 2.747], [-2.348, 0.566, 1.671], [0.508, -0.341, 1.890], [0.415, 1.320, 3.795], [0.495, 2.171, 1.575], [-0.068, -0.269, -2.901], [0.578, -1.362, -2.387], [0.923, -1.482, -0.850], [-0.325, 0.574, -2.317], [-0.350, -0.233, -3.927], [0.997, -2.172, -2.943], [1.780, -2.029, -0.606], [0.906, -0.492, -0.358], [0.173, -2.142, -0.572]]
}

# 5
{
  "formula": "C3H11O2P",
  "method": "ωB97M-V/def2-TZVPD",
  "e_above_lowest_kj_mol": 27.14,
  "smiles": "COCP.CO",
  "e_homo_ev": -9.12,
  "total_charge": 0,
  "homo_lumo_gap_ev": 9.95,
  "energy_ha": -612.65244,
  "largest_force_ha_per_bohr": 0.021,
  "elements": ["C", "O", "C", "P", "H", "H", "H", "H", "H", "H", "H", "C", "O", "H", "H", "H", "H"],
  "coordinates": [[-0.280, 2.291, 0.040], [0.844, 1.434, 0.098], [0.932, 0.552, -1.010], [2.740, 0.240, -1.324], [-0.076, 3.182, -0.552], [-1.160, 1.787, -0.359], [-0.504, 2.606, 1.054], [0.484, 0.968, -1.907], [0.459, -0.392, -0.752], [2.802, 0.484, -2.708], [2.797, -1.165, -1.266], [-1.565, -2.338, 1.573], [-1.597, -1.262, 0.639], [-2.034, -3.195, 1.097], [-0.538, -2.601, 1.840], [-2.122, -2.091, 2.481], [-1.182, -0.500, 1.057]]
}

# 6
{
  "formula": "C3H11O3PSi",
  "method": "ωB97M-V/def2-TZVPD",
  "e_above_lowest_kj_mol": 0.00,
  "smiles": "C[Si](C)(C)O.O=PO",
  "e_homo_ev": -10.57,
  "total_charge": 0,
  "homo_lumo_gap_ev": 10.58,
  "energy_ha": -977.58243,
  "largest_force_ha_per_bohr": 0.042,
  "elements": ["C", "Si", "C", "C", "O", "H", "H", "H", "H", "H", "H", "H", "H", "H", "H", "O", "P", "O", "H"],
  "coordinates": [[-0.710, -1.315, -1.206], [0.075, -0.037, -0.140], [-1.230, 0.578, 1.012], [1.506, -0.738, 0.830], [0.707, 1.227, -1.010], [0.038, -1.617, -1.880], [-1.133, -2.266, -0.863], [-1.503, -0.860, -1.703], [-1.118, 1.675, 1.124], [-2.197, 0.514, 0.544], [-1.317, 0.358, 2.059], [1.137, -1.498, 1.493], [2.251, -1.255, 0.253], [1.981, -0.065, 1.501], [0.199, 1.603, -1.728], [0.043, 3.427, -2.368], [0.767, 4.429, -1.594], [1.493, 3.670, -0.400], [1.577, 2.727, -0.646]]
}

# 7
{
  "formula": "C3H12AsFPS",
  "method": "ωB97M-V/def2-TZVPD",
  "e_homo_ev": -3.57,
  "total_charge": -1,
  "homo_lumo_gap_ev": 7.26,
  "energy_ha": -3196.55296,
  "largest_force_ha_per_bohr": 0.053,
  "elements": ["C", "C", "F", "C", "As", "P", "S", "H", "H", "H", "H", "H", "H", "H", "H", "H", "H", "H", "H"],
  "coordinates": [[1.983, 1.191, 0.318], [1.836, -0.366, 0.511], [2.479, -0.955, -0.599], [0.351, -0.821, 0.638], [-0.796, -0.534, -1.019], [-2.585, 0.338, 0.225], [-2.092, 1.746, 1.533], [0.960, 1.604, 0.413], [2.616, 1.602, 1.124], [2.370, 1.422, -0.690], [2.447, -0.660, 1.388], [-0.041, -0.368, 1.571], [0.390, -1.924, 0.809], [-1.422, -1.977, -0.814], [-1.681, -0.353, -2.327], [-0.260, 0.917, -1.266], [0.312, -1.177, -1.909], [-3.448, 0.993, -0.725], [-3.420, -0.677, 0.821]]
}

# 8
{
  "formula": "C3H12BN2O2",
  "method": "ωB97M-V/def2-TZVPD",
  "e_above_lowest_kj_mol": 0.00,
  "e_homo_ev": -13.83,
  "total_charge": 1,
  "homo_lumo_gap_ev": 10.58,
  "energy_ha": -406.20411,
  "largest_force_ha_per_bohr": 0.074,
  "elements": ["B", "C", "C", "C", "N", "N", "O", "O", "H", "H", "H", "H", "H", "H", "H", "H", "H", "H", "H", "H"],
  "coordinates": [[-1.824, 1.249, 0.460], [0.611, -1.898, -0.059], [-0.864, 0.035, -0.235], [0.076, -0.738, 0.557], [2.278, -0.158, -1.920], [0.301, -0.280, 1.760], [-1.167, 1.835, 1.518], [-3.039, 1.618, -0.006], [1.097, -1.468, -0.952], [1.097, -2.451, 0.642], [-0.206, -2.483, -0.402], [-1.256, -0.718, -0.976], [-0.118, 0.573, -0.868], [2.814, 0.558, -1.349], [2.833, -0.694, -2.494], [1.005, -0.664, 2.394], [-0.275, 0.521, 2.004], [1.691, 0.256, -2.560], [-1.543, 2.556, 2.015], [-3.511, 2.351, 0.469]]
}